# 1
This record from the OMol25 dataset describes a structure of composition C42H41BiBr3N6O4S2. The level of theory is ωB97M-V/def2-TZVPD.

The calculation puts the energy relative to the best compared isomer or geometry (same formula, charge and spin) at 0.117 eV. The strongest force on any atom is 0.19 eV/Å. Its molar mass is 1206.65 g/mol. Its total charge is -1.

Geometry as XYZ:
```
99
Properties=species:S:1:pos:R:3:forces:R:3:lowdin_charge:R:1
Bi -0.53496 -0.24325 -0.20177 -0.1 0.0 0.1 1.7768
Br 4.13646 2.30482 -5.92503 0.0 0.0 0.0 0.7176
Br 0.88192 4.45597 -1.87510 0.0 0.0 0.0 0.7877
Br -0.75964 -4.95455 -0.27449 0.0 0.0 0.0 0.7597
S -2.39619 1.39018 0.67694 0.1 0.0 -0.1 0.5362
S -2.39280 4.27372 0.82452 -0.1 0.1 0.0 0.8825
O 0.09323 1.53977 -1.50189 0.0 0.0 0.0 -0.3126
O -2.04520 -0.96610 -1.55552 0.0 -0.1 0.0 -0.4946
O 0.49040 -0.90555 2.16840 0.0 0.0 0.0 -0.2306
O -4.60019 -5.10725 4.28322 0.0 0.0 0.0 0.0590
N -5.96352 -4.99076 2.48704 0.0 0.0 0.0 0.1606
N 1.18143 -2.99256 -0.24616 0.0 0.0 0.0 0.0411
N 0.50026 1.69260 1.22593 0.0 -0.1 0.0 -0.0659
N -2.17330 -1.90644 1.27519 0.0 0.0 0.0 0.0053
N -0.17508 2.89995 1.22874 -0.1 0.1 0.0 -0.0805
N 0.93694 -0.66791 -2.88112 0.0 0.0 0.0 0.1459
C -3.93681 -3.65786 2.50918 0.0 0.0 0.0 -0.1427
C -4.28999 -0.48241 -2.23642 0.0 0.0 0.0 -0.0613
C 2.86985 2.01697 -4.53117 0.0 0.0 0.0 -0.6373
C -1.62873 7.30550 2.98606 0.0 0.0 0.0 -0.0561
C 4.90455 -2.69691 -0.72049 0.0 0.0 0.0 -0.0431
C 1.24115 -1.71486 -3.60985 0.0 0.0 0.0 -0.3234
C 3.95069 -1.75217 2.71194 0.0 0.0 0.0 -0.1270
C 2.38940 0.71705 -4.25290 0.0 0.0 0.0 -0.1969
C 2.27007 3.00141 2.27268 0.0 0.0 0.0 -0.0159
C 2.06037 -5.19789 -0.48611 0.0 0.0 0.0 -0.1155
C 1.02543 -4.29120 -0.31663 0.0 0.0 0.0 -0.7577
C -1.75289 -2.73345 2.23103 0.0 0.1 0.0 -0.1430
C -0.78057 5.57673 4.97250 0.0 0.0 0.0 -0.0829
C 2.16169 -1.63100 -4.68182 0.0 0.0 0.0 -0.0193
C 2.43730 0.47163 1.91549 0.0 0.0 0.0 -0.1249
C -1.19875 6.03008 2.64029 0.0 0.0 0.0 -0.2853
C -1.19267 5.58237 1.20542 0.0 0.0 0.0 -0.4345
C -2.39904 0.86368 -3.13812 0.0 0.0 0.0 -0.0449
C 2.42264 3.09041 -3.81798 0.0 0.0 0.0 -0.1918
C -2.63973 -1.53127 -3.78949 0.0 0.0 0.0 -0.0453
C -1.63536 7.71867 4.31296 0.0 0.0 0.0 -0.1005
C 3.54015 -3.30509 -0.57519 0.0 0.1 0.0 -0.2451
C 2.58081 -1.81667 2.72946 0.0 0.0 0.0 -0.0453
C 1.68131 1.72153 1.73417 0.0 0.1 0.0 -0.2607
C -2.60183 -3.62164 2.87492 0.0 0.0 0.0 -0.0001
C -4.37809 -2.77581 1.52932 0.0 0.0 0.0 -0.0041
C -4.84113 -4.64716 3.18509 0.0 0.0 0.0 -0.4967
C -2.81386 -0.52488 -2.64956 0.0 0.1 0.0 -0.7281
C 2.74118 -0.43840 -4.98593 0.0 0.0 0.0 -0.0380
C 4.60598 -0.60048 2.25773 0.0 0.0 0.0 -0.1400
C 0.57684 -3.02806 -3.31464 0.0 0.0 0.0 -0.0465
C 1.75085 -0.74820 2.25954 0.1 0.0 0.0 -0.4371
C -1.21042 6.85537 5.30997 0.0 0.0 0.0 -0.1081
C -0.77530 5.16623 3.65039 0.0 0.0 -0.1 -0.0413
C 1.48464 2.91632 -2.79483 0.1 0.0 0.0 -0.5904
C 2.41987 -2.51205 -0.36431 0.0 0.0 0.0 -0.1090
C -3.46047 -1.92111 0.94284 0.0 0.0 0.0 -0.1385
C 0.96924 1.67228 -2.42888 0.0 0.0 0.1 -0.4238
C 3.33540 -4.67912 -0.62347 0.0 0.0 0.0 -0.0274
C 3.83906 0.48938 1.90042 0.0 0.0 0.0 -0.0745
C 1.46253 0.54489 -3.19653 0.0 0.0 -0.1 -0.1381
C -1.41994 2.81513 0.95577 0.1 -0.2 0.0 -1.0957
H -5.41795 -2.71855 1.23435 0.0 0.0 0.0 0.1083
H 5.68640 -0.55123 2.21415 0.0 0.0 0.0 0.0856
H -3.26468 -1.26901 -4.64815 0.0 0.0 0.0 0.0794
H 3.44891 -0.35524 -5.79984 0.0 0.0 0.0 0.0714
H -0.70434 -2.64121 2.48286 0.0 0.0 0.0 0.0891
H -1.97532 8.71574 4.56506 0.0 0.0 0.0 0.0948
H 2.52251 -1.43215 -0.30149 0.0 0.0 0.0 0.1122
H -4.92742 -0.19030 -3.07547 0.0 0.0 0.0 0.0780
H -3.06218 1.19737 -3.94149 0.0 0.0 0.0 0.0836
H -1.37844 0.84151 -3.52115 0.0 0.0 0.0 0.0679
H 2.78309 4.08523 -4.03905 0.0 0.0 0.0 0.0876
H -0.45053 4.89572 5.74735 0.0 0.0 0.0 0.1004
H -1.59764 -1.54232 -4.11053 0.0 0.0 0.0 0.0592
H -0.21962 5.18354 0.91961 0.0 0.0 0.0 0.0374
H 2.07014 -2.71451 3.06029 0.0 0.0 0.0 0.1056
H 4.34690 1.39302 1.58346 0.0 0.0 0.0 0.0978
H -0.23630 -2.88874 -2.60443 0.0 0.0 0.0 0.0457
H 1.29891 -3.73912 -2.90746 0.0 0.0 0.0 0.0701
H 3.35535 2.96633 2.29304 0.0 0.0 0.0 0.0584
H -2.90762 -2.53333 -3.44591 0.0 0.0 0.0 0.0823
H -1.21540 7.17318 6.34511 0.0 0.0 0.0 0.0934
H 0.17737 -3.46038 -4.23475 0.0 0.0 0.0 0.0870
H -3.75290 -1.23260 0.16287 0.0 0.0 0.0 0.0629
H -2.23592 -4.28451 3.64636 0.0 0.0 0.0 0.1192
H 4.83760 -1.61518 -0.82287 0.0 0.0 0.0 0.0788
H 1.86355 -6.25876 -0.53214 0.0 0.0 0.0 0.0943
H 1.93098 3.13758 3.30337 0.0 0.0 0.0 0.0885
H 4.17565 -5.34754 -0.77625 0.0 0.0 0.0 0.1171
H -4.42556 0.24474 -1.43195 0.0 0.0 0.0 0.0648
H -2.44337 1.58492 -2.32117 0.0 0.0 0.0 0.0622
H -0.45067 4.17057 3.37256 0.0 0.0 0.1 0.0961
H -4.60935 -1.46765 -1.88716 0.0 0.0 0.0 0.0727
H 5.51033 -2.90115 0.16449 0.0 0.0 0.0 0.0782
H 5.42568 -3.10257 -1.58940 0.0 0.0 0.0 0.0780
H -6.03110 -4.80183 1.50360 0.0 0.0 0.0 0.0901
H -6.52100 -5.73489 2.86955 0.0 0.0 0.0 0.1053
H 1.93130 3.85723 1.69434 0.0 0.0 0.0 0.0639
H -1.96245 7.98344 2.20827 0.0 0.0 0.0 0.1056
H 4.52921 -2.60754 3.04736 0.0 0.0 0.0 0.0954
H 2.39132 -2.52264 -5.25215 0.0 0.0 0.0 0.1103
H -1.44062 6.41227 0.54307 0.0 0.0 0.0 0.0710
```
Positions in Å, forces in eV/Å.


# 2
This record from the OMol25 dataset describes a structure of composition C42H41BrMgO2P2 at a distorted geometry. The level of theory is ωB97M-V/def2-TZVPD.

The calculation puts the energy relative to the best compared isomer or geometry (same formula, charge and spin) at 0.491 eV. The strongest force on any atom is 2.25 eV/Å. Its molar mass is 743.94 g/mol.

Geometry as XYZ:
```
89
Properties=species:S:1:pos:R:3:forces:R:3:lowdin_charge:R:1
Br 1.47457 2.04997 1.93394 -0.2 -0.3 0.3 0.8220
P 2.12939 0.30648 -8.84636 1.0 0.0 -1.1 1.0033
P 0.16107 -2.27550 -8.38326 0.3 -0.7 -0.6 1.0029
Mg 1.80296 -1.60669 -0.99719 -0.8 0.6 1.2 0.9581
O 0.44584 -1.43010 0.54897 1.1 0.4 0.9 -0.0962
O 2.61662 -1.12792 0.92317 -1.5 -0.2 0.8 -0.0879
C 1.40921 -1.04601 1.33089 0.7 -1.7 -1.3 -0.6062
C 1.13098 -0.68800 2.75757 -0.5 0.5 0.3 -0.1759
C -3.03106 0.17398 -0.78506 0.6 -0.6 0.3 -0.1061
C 1.03747 0.64835 3.15198 -0.1 -0.4 0.6 -0.5897
C -2.50753 2.92083 0.38428 0.0 -0.2 0.8 -0.2011
C -0.54383 -3.39007 -9.72104 -0.2 -0.1 -0.1 -0.3756
C -2.57938 1.64866 1.26156 -0.4 0.2 -0.1 -0.1853
C 2.57797 0.14123 -11.64095 0.2 0.3 0.0 -0.1127
C 3.35632 2.21394 -10.67666 -0.1 -0.1 -0.2 -0.0900
C 1.33572 3.95575 -7.11060 0.1 0.0 0.1 -0.0828
C 3.70502 2.67108 -11.95631 0.0 -0.2 0.0 -0.0896
C -1.65645 -3.04924 -10.50755 -0.1 -0.4 -0.2 -0.0989
C -1.29503 2.97215 -0.48970 0.6 0.5 -0.5 -0.1320
C 2.48430 4.16872 -6.34891 0.2 -0.1 -0.2 -0.0868
C -2.63971 -2.49298 -4.75827 0.1 -0.1 0.0 -0.0879
C -2.14996 -3.93208 -11.48449 0.1 0.1 0.0 -0.0865
C 0.34371 -0.04304 5.38886 -0.3 -0.1 -0.7 -0.0811
C 0.48460 -1.37493 5.01157 0.4 -0.1 -0.2 -0.0773
C 3.50022 3.20692 -6.32643 -0.1 0.1 0.0 -0.0860
C -0.97426 -2.45331 -6.96820 -0.3 0.1 -0.3 -0.3954
C -2.10591 1.78058 -2.58022 -0.6 0.3 -0.3 -0.1888
C -2.72569 0.35335 0.50758 -0.8 -0.2 0.1 -0.1092
C -1.13035 2.57628 -1.75428 0.0 0.0 -0.1 -0.1022
C 2.22007 1.83464 -7.85105 -0.2 0.0 0.2 -0.4192
C 0.39612 0.31400 -9.35639 -1.2 -0.8 -0.1 -0.3657
C 0.88438 -1.69271 3.70737 -0.1 0.2 0.0 -0.0101
C -3.33666 1.20275 -1.84188 0.0 0.1 -0.5 -0.2049
C 1.19120 2.77937 -7.84397 0.3 0.3 0.2 -0.0953
C -0.45228 -0.70213 -9.04316 0.5 1.5 0.1 -0.3460
C -1.53915 -5.16859 -11.71754 0.2 0.3 0.4 -0.0902
C 0.62622 0.95493 4.45433 0.0 0.0 0.0 -0.1181
C 3.51125 1.86497 -13.08390 -0.2 0.0 0.4 -0.0963
C -2.86998 -3.37738 -5.81604 0.1 0.1 0.2 -0.0855
C -0.74939 -1.54960 -5.91669 -0.3 -0.4 -0.1 -0.1070
C 2.94481 0.59319 -12.91356 0.1 0.2 0.1 -0.0928
C 2.77462 0.95149 -10.50458 -0.1 0.0 0.0 -0.3562
C -1.57314 -1.58619 -4.80044 -0.2 -0.2 -0.1 -0.0851
C -0.41075 -5.49938 -10.95629 -0.1 0.1 -0.1 -0.0929
C 0.08961 -4.62196 -9.98734 -0.4 0.3 0.1 -0.1090
C 2.68702 0.06641 -1.68725 0.7 -0.8 -0.2 -0.2142
C -2.02530 -3.37168 -6.92371 0.0 0.3 0.4 -0.0870
C 3.36935 2.03574 -7.06391 -0.5 0.1 -0.3 -0.1128
H 0.48667 1.98605 4.73751 0.1 0.2 0.0 0.0964
H -1.60677 0.98857 -3.16463 0.1 0.3 0.4 0.0840
H 0.05898 -0.82481 -5.99417 -0.1 -0.1 0.1 0.1003
H 0.31168 -2.15488 5.75785 0.0 0.1 -0.4 0.1070
H -3.70156 -4.07944 -5.77980 0.2 0.2 0.1 0.1031
H 4.11723 3.67494 -12.06609 0.0 -0.3 0.0 0.1004
H -0.45901 3.49427 -0.01406 -0.1 -0.1 -0.3 0.0716
H 2.12725 -0.84698 -11.52591 0.1 0.2 -0.1 0.0993
H -3.42276 1.78848 1.96198 0.2 -0.2 -0.2 0.1137
H 3.15032 -0.01604 -2.67396 0.0 0.7 0.3 -0.0459
H -3.02018 -3.65083 -12.08156 0.2 0.0 0.2 0.1017
H -2.41937 3.76026 1.09344 -0.1 -0.1 -0.3 0.1111
H -3.28739 -2.51738 -3.88324 0.1 0.0 -0.2 0.0982
H -2.51607 2.46396 -3.33988 0.1 -0.1 -0.1 0.1126
H -1.92788 -5.85980 -12.47672 0.2 0.4 0.4 0.1056
H -0.24295 2.92150 -2.31534 -0.2 -0.5 0.6 0.1075
H 3.78401 2.23160 -14.08064 -0.1 -0.2 0.5 0.1021
H 0.27850 2.62364 -8.41103 0.2 0.0 0.0 0.0891
H 0.08744 -6.45108 -11.13616 0.0 0.2 0.1 0.1001
H 0.06980 1.17132 -9.96744 -0.2 -0.3 0.5 0.0838
H 4.14736 1.27432 -7.05007 -0.1 0.2 0.0 0.1006
H -1.54192 -0.56904 -9.11689 0.5 0.0 -0.4 0.0775
H 2.78051 -0.03991 -13.78697 0.0 0.1 0.3 0.1003
H 0.99926 -2.73267 3.39946 -0.1 0.3 0.1 0.1239
H 3.52509 2.85086 -9.80611 -0.1 -0.1 -0.3 0.0966
H 2.23887 1.01182 -1.38800 -0.2 0.0 -0.4 -0.0339
H -0.08180 0.19275 6.36414 0.4 0.1 -0.2 0.1080
H -3.97579 0.72318 -2.60766 0.2 0.2 0.3 0.1096
H -2.96022 -0.86563 -1.16484 -0.4 0.6 0.3 0.1003
H 0.97848 -4.88360 -9.41313 -0.2 0.0 -0.1 0.0951
H 0.55601 4.71503 -7.15054 0.1 -0.2 0.1 0.1035
H 4.40766 3.37872 -5.75089 -0.2 0.0 0.0 0.1037
H 3.38516 -0.21547 -0.86527 0.2 0.7 -0.9 -0.0458
H -3.43774 3.06480 -0.18234 0.5 0.1 0.5 0.0965
H -2.70572 -0.52972 1.16728 0.5 0.3 -0.6 0.1057
H -1.68678 1.55466 1.90711 -0.2 0.2 -0.3 0.0907
H -1.38387 -0.91926 -3.96154 -0.1 -0.1 -0.2 0.0788
H -3.91885 2.04282 -1.44733 0.0 -0.5 -0.2 0.0897
H -2.19505 -4.06425 -7.74492 0.1 0.2 0.1 0.1000
H 2.60830 5.09816 -5.79519 -0.1 -0.2 -0.1 0.1020
H -2.16490 -2.09241 -10.37562 0.2 -0.4 0.0 0.0887
```
Positions in Å, forces in eV/Å.


# 3
This record from the OMol25 dataset describes a structure of composition C42H41N5O2P2PtSi. The level of theory is ωB97M-V/def2-TZVPD.

The calculation puts the energy relative to the best compared isomer or geometry (same formula, charge and spin) at 0.000 eV. The strongest force on any atom is 0.44 eV/Å. Its molar mass is 932.93 g/mol. Its total charge is +2.

Geometry as XYZ:
```
94
Properties=species:S:1:pos:R:3:forces:R:3:lowdin_charge:R:1
Pt 0.39269 0.95207 0.05924 0.3 0.1 0.0 0.9835
P -0.90635 -0.71340 1.08666 -0.2 -0.1 0.3 1.0145
P 0.45109 -0.08613 -1.99128 0.0 0.0 -0.2 0.9755
Si -1.69358 1.81518 -0.52753 -0.4 -0.1 0.0 0.5216
O 2.31331 0.02034 0.67790 -0.1 0.1 -0.2 -0.2095
O 3.50804 1.01755 2.26721 0.0 0.1 -0.1 0.0197
N 1.47982 2.76528 -0.56627 -0.1 -0.2 -0.2 -0.0662
N 1.16800 2.67213 6.34964 0.1 0.0 0.0 0.2008
N 0.29353 2.06131 1.85293 0.1 -0.3 0.2 0.0389
N 2.64894 2.06190 4.69249 0.1 0.1 -0.2 0.2321
N 0.34379 2.33601 4.27189 0.0 0.1 0.1 0.1548
C 2.91400 2.25146 -5.10392 0.0 0.0 0.0 -0.0425
C 1.42033 2.35357 5.07851 -0.1 0.0 0.0 -0.4564
C -1.47738 -0.57751 -3.95072 0.0 0.0 0.0 -0.0705
C 1.05681 2.09140 -3.59362 -0.2 -0.1 0.0 -0.1225
C -0.47120 -0.85363 3.85165 -0.1 0.0 0.0 -0.0922
C -4.78364 1.43043 2.25785 -0.1 -0.1 0.1 -0.0416
C 1.04590 -1.79226 -1.96500 -0.1 0.0 0.0 -0.3356
C 2.80315 3.08692 0.04167 0.1 -0.1 0.1 -0.1872
C -3.69848 0.33113 -3.86791 0.0 0.0 -0.1 -0.0377
C 1.14647 -1.97043 2.45510 0.0 0.0 -0.1 -0.1127
C 3.32638 0.98360 -4.73079 0.0 0.0 0.0 -0.0410
C 1.48222 0.81973 -3.18817 0.0 -0.1 0.0 -0.3310
C 3.71879 1.86728 0.04694 -0.3 0.0 0.1 -0.0787
C -2.78727 1.30931 0.91035 0.2 -0.1 0.1 -0.2829
C 1.77027 2.80538 -4.53958 0.0 0.0 0.0 -0.0484
C -3.39750 0.97703 -2.68175 0.0 0.0 0.1 -0.0713
C 1.82078 -2.40363 3.58213 0.0 0.0 0.0 -0.0420
C -2.73447 -0.43814 -4.51018 0.0 0.0 0.0 -0.0342
C 2.61621 0.26507 -3.77638 0.0 0.1 0.1 -0.0563
C 0.20743 -1.29589 4.97848 0.0 0.0 0.0 -0.0615
C -1.03567 -3.50419 0.71191 0.0 0.0 -0.1 -0.0595
C -3.94551 1.98018 1.30212 0.0 -0.1 -0.2 -0.0656
C -1.19738 0.02971 -2.72812 0.0 0.1 0.3 -0.3766
C 1.34731 -2.07268 4.84540 0.0 0.0 0.0 -0.0490
C 0.25296 -2.84534 -2.42140 -0.1 0.1 -0.1 -0.0856
C -4.49344 0.19205 2.82043 -0.1 0.1 0.0 -0.0376
C -1.80414 3.64762 -0.87873 0.2 -0.2 0.1 -0.1725
C -1.49109 -2.25116 0.30469 0.2 0.1 0.0 -0.3172
C -3.33831 -0.48240 2.46515 0.1 0.0 0.0 -0.0739
C -0.01598 -1.20464 2.58351 0.0 0.0 -0.1 -0.3409
C 0.74299 -4.14195 -2.40949 -0.1 0.0 0.0 -0.0547
C 2.81533 -3.35891 -1.47881 0.0 0.0 0.0 -0.0469
C -3.10353 -3.32366 -1.13448 0.0 0.0 0.0 -0.0511
C -1.60737 -4.65533 0.18819 0.1 0.0 0.0 -0.0537
C 0.39063 2.15681 3.01810 0.0 -0.1 -0.4 -0.2813
C 2.33749 -2.06048 -1.49567 0.0 0.1 0.1 -0.1103
C 2.01742 -4.40161 -1.93369 0.1 0.0 0.0 -0.0427
C -2.54279 -2.17209 -0.61250 0.0 0.0 0.1 -0.0901
C -2.62988 -4.56849 -0.74043 -0.1 0.0 0.0 -0.0509
C -2.46796 0.09871 1.54743 0.2 0.3 -0.3 -0.3663
C -2.14192 0.83914 -2.08445 0.1 0.2 -0.1 -0.3036
C 3.17119 0.88654 1.09194 0.1 0.2 0.1 -0.6357
H 1.86827 -2.42397 5.72640 0.0 0.0 0.0 0.1156
H -2.83012 3.86124 -1.18839 0.0 0.0 0.0 0.0474
H 4.72564 2.18554 0.30741 0.0 -0.1 0.1 0.1306
H 2.62340 3.42887 1.06022 0.0 0.0 0.0 0.1171
H -1.58336 4.25605 -0.00030 0.0 0.0 0.0 0.0464
H -5.68130 1.95608 2.55483 0.0 0.0 0.0 0.1191
H 0.84473 3.52492 -0.33518 0.0 0.0 -0.1 0.0777
H -1.25428 -5.62281 0.51924 0.0 0.0 0.0 0.1194
H 3.23398 3.91562 -0.52235 0.1 0.0 0.0 0.1306
H 3.81560 -3.55649 -1.11751 0.0 0.0 0.0 0.1184
H 2.94450 -0.72823 -3.50990 0.0 0.0 0.0 0.1009
H -4.67968 0.44061 -4.31061 0.0 0.0 0.0 0.1205
H -2.96311 -0.91746 -5.45238 0.0 0.0 0.0 0.1211
H 1.42723 3.78190 -4.85349 0.0 0.0 0.0 0.1188
H -4.21113 2.92771 0.84863 0.0 0.0 0.0 0.1097
H 3.41115 2.12425 5.34695 0.0 0.0 0.0 0.1334
H -2.95260 -1.21572 -0.89724 0.0 0.1 0.0 0.0929
H -0.72005 -1.15582 -4.46615 0.0 0.0 0.0 0.1215
H -1.35757 -0.24716 3.97359 0.0 0.0 0.0 0.0971
H -1.15710 3.97146 -1.69639 0.0 0.0 0.0 0.0294
H -0.74388 -2.66562 -2.79930 0.0 0.0 0.1 0.0899
H 1.89702 2.75435 7.03660 0.0 0.0 0.0 0.1265
H -3.11275 -1.44416 2.91026 0.0 0.0 0.0 0.1240
H -4.15833 1.58931 -2.20956 0.0 0.0 0.0 0.1152
H 2.39593 -5.41518 -1.92557 0.0 0.0 0.0 0.1183
H 3.73304 1.41275 -0.94690 0.0 0.0 0.0 0.1107
H 2.96249 -1.25927 -1.12970 0.0 0.0 0.1 0.0947
H 2.71740 -2.99874 3.47578 0.0 0.0 0.0 0.1190
H 1.52960 -2.22439 1.47546 0.0 0.0 0.0 0.0994
H 3.46859 2.80360 -5.85045 0.0 0.0 0.0 0.1200
H -0.16657 -1.03826 5.96100 0.0 0.0 0.0 0.1140
H 0.12076 -4.94835 -2.77495 0.0 0.0 0.0 0.1185
H 0.12630 2.50376 -3.21155 0.0 0.0 0.0 0.1005
H -3.07723 -5.46935 -1.13963 0.0 0.0 0.0 0.1186
H 1.59574 2.76847 -1.58033 -0.1 0.0 0.1 0.0579
H -5.16840 -0.24322 3.54486 0.0 0.0 0.0 0.1200
H 2.87984 1.79041 3.72733 0.0 -0.2 0.2 0.0711
H -3.92524 -3.25089 -1.83475 0.0 0.0 0.0 0.1175
H -0.25409 -3.59901 1.44883 0.0 0.0 0.0 0.0960
H 4.20257 0.54270 -5.18646 0.0 0.0 0.0 0.1201
H 0.23456 2.95363 6.59303 0.0 0.0 0.0 0.1264
```
Positions in Å, forces in eV/Å.


Calculated orbital gap (Ha), listed in the same order as above: 0.2478, 0.2600, 0.3032
Calculated E_tot (eV), listed in the same order as above: -298992.8697, -142377.1524, -85459.9251